[1]
C15H36CrF9O19S3 | the ωB97M-V functional and the def2-TZVPD basis

Cartesian coordinates (Å):
O (21.45023, -4.94216, -9.67092)
H (22.17474, -9.27704, -7.77039)
H (19.28194, -5.77898, -11.61487)
S (20.71030, -7.34866, -14.57796)
H (20.05369, -3.72008, -17.31991)
F (22.15623, -2.76836, -11.63570)
O (19.77674, -6.24667, -7.87482)
F (18.68515, -5.78544, -14.06956)
O (25.67764, -0.78122, -9.78954)
O (20.85461, -7.51348, -13.11900)
C (25.30744, -1.28030, -11.08568)
H (20.09699, -3.82328, -9.21578)
H (20.94992, -2.15847, -17.22050)
O (20.28233, -8.09862, -10.23323)
O (23.67278, -8.76829, -12.52020)
H (18.29913, -5.11910, -10.29476)
S (24.67665, -9.17050, -13.52643)
H (19.31911, -7.88633, -10.26405)
H (22.18041, -3.59019, -18.72371)
S (22.63606, -5.10396, -10.48952)
H (17.20336, -8.40148, -10.98289)
H (29.11015, -4.77487, -9.10898)
H (28.58962, -5.13198, -7.48972)
C (17.26421, -6.47640, -11.54198)
H (25.83310, 0.16371, -9.88817)
O (25.59910, -10.16723, -13.05675)
H (17.05062, -6.76751, -12.57033)
F (18.68643, -6.71149, -16.02306)
H (20.09298, -9.74381, -8.96591)
H (21.96244, -5.41988, -16.59167)
O (22.71460, -6.46138, -11.01959)
C (25.19456, -0.18669, -12.10241)
C (22.02115, -8.76529, -8.72102)
H (29.14436, -3.49830, -7.87356)
H (24.34628, -1.80624, -11.00680)
O (21.04872, -3.30616, -15.54794)
O (21.35273, -6.16654, -15.08053)
C (18.29320, -5.39548, -11.34875)
C (18.95838, -6.90667, -14.74482)
C (27.14309, -3.99232, -8.53028)
O (24.12694, -9.35320, -14.83888)
H (26.95020, -3.21864, -9.28032)
H (26.74523, -3.55454, -7.59519)
H (20.35824, -5.82733, -8.53047)
H (25.97402, -2.12593, -11.29480)
H (19.17809, -5.47089, -6.06206)
H (23.42202, -9.93308, -9.48656)
Cr (21.92992, -8.28839, -11.58600)
O (26.38906, 0.60510, -12.11572)
F (24.91914, -6.53848, -13.53596)
H (24.97266, -0.55262, -13.10419)
C (19.72922, -3.83530, -7.32714)
O (20.85879, -8.54633, -15.32040)
F (21.23301, -4.49468, -12.57367)
H (26.68629, 0.67675, -13.02429)
C (22.16636, -3.84946, -17.66059)
O (19.50790, -3.32653, -8.62463)
H (24.36073, 0.46142, -11.80347)
F (23.32113, -4.14880, -12.83798)
H (22.34803, -7.72710, -8.61232)
C (25.69649, -7.63342, -13.58866)
C (19.13922, -5.20902, -7.12488)
O (22.75999, -9.33008, -9.83100)
H (20.14844, -8.12249, -8.17893)
O (23.86550, -4.61853, -9.94839)
H (18.13622, -4.52818, -11.98491)
F (26.53504, -7.59741, -12.54342)
H (21.00517, -4.23843, -15.28841)
O (17.76692, -7.63741, -10.83604)
H (25.71821, -4.95385, -9.49269)
C (28.57683, -4.35133, -8.25497)
H (23.07759, -3.39646, -17.23394)
F (18.15153, -7.87723, -14.27191)
H (20.79829, -3.82886, -7.07604)
O (26.43973, -5.18055, -8.88975)
C (22.34170, -4.05743, -11.96482)
C (20.55807, -8.75534, -8.97399)
H (19.22594, -3.16808, -6.61944)
C (20.97139, -3.22408, -16.98304)
H (16.31376, -6.18718, -11.07734)
O (22.20050, -5.23698, -17.51682)
H (18.07988, -5.16997, -7.40814)
F (26.41432, -7.59988, -14.71075)

Values from the calculation:
Highest occupied orbital energy (alpha / beta) (eV): -6.59 / -7.25
Gap between HOMO and LUMO (alpha / beta) (hartree): 0.307 / 0.330
LUMO (alpha / beta) (eV): 1.761 / 1.729
Expectation value of S²: 6.005
Net charge: -1
Multiplicity: 5

=====

[2]
C4H12NOS | the ωB97M-V functional and the def2-TZVPD basis

Cartesian coordinates (Å):
H (0.50725, 0.26592, 1.44776)
H (0.01968, -1.54093, -0.19419)
H (-1.59171, -0.04445, -0.43132)
C (0.63482, -0.67564, -0.55154)
H (-2.95930, -1.31973, -1.23894)
S (3.12968, -0.72201, 1.01434)
H (2.50740, 0.15595, -1.04167)
H (0.19642, -0.48018, -1.51136)
H (2.76382, 0.87921, -1.64706)
O (-2.31336, -1.24777, -0.52418)
C (-1.80542, 1.02748, 1.31982)
H (-1.56949, 2.06557, 1.76731)
H (-1.78747, 0.14096, 2.01632)
H (1.03937, 1.31924, -0.02356)
N (-1.04654, 0.87675, 0.02655)
C (2.19719, -0.82724, -0.58009)
H (-2.87169, 1.18351, 1.05202)
H (2.58051, -1.59225, -1.22902)
C (0.36885, 0.53561, 0.32883)

Values from the calculation:
Highest occupied orbital energy (eV): -3.30
Gap between HOMO and LUMO (hartree): 0.157
LUMO (eV): 0.975
Net charge: -1
Energy above the lowest of the compared OMol25 structures with the same formula, charge and spin (eV): 6.670

=====

[3]
C47H29AsBiF15GeN3OS4 | the ωB97M-V functional and the def2-TZVPD basis

Cartesian coordinates (Å):
C (4.49130, -4.15779, 4.38733)
C (-1.36170, -1.55169, -1.96496)
C (-4.76460, 1.52323, -2.13809)
N (0.02407, 0.49435, -1.85717)
H (-1.30065, 7.06311, -5.25678)
C (-3.16934, 4.91483, -3.41590)
C (-5.53845, 3.54130, -1.07789)
F (0.80727, -3.27255, 2.81325)
H (0.64040, -2.27614, -3.62375)
H (1.07234, 2.18736, -1.79079)
C (4.70308, -1.84254, 0.04463)
As (-2.55551, 3.02743, -1.21546)
Bi (-0.95846, 0.21266, 1.17189)
H (0.55528, 1.98562, 4.53082)
C (-2.06160, 5.78435, 1.87032)
F (5.57520, -3.45517, 2.43712)
F (1.04574, -4.29824, 5.39520)
H (-3.95969, 0.94259, -2.55544)
H (-8.14072, 1.80409, -2.16778)
C (-0.84950, 4.90663, -2.69544)
N (-1.90441, -1.38502, -0.78478)
F (3.39143, -4.99259, 6.33554)
H (-1.84617, 6.82099, 2.08467)
C (2.70707, -4.18242, -0.33060)
H (0.51258, 6.14481, -3.76966)
C (0.57507, 0.01831, 3.88118)
C (4.39853, -3.61713, 3.10691)
C (-2.50959, 3.06095, 1.59809)
H (1.54349, 1.74645, 3.10224)
F (6.83947, 0.92922, 1.30423)
C (1.55840, -4.39819, -1.06644)
F (2.45815, -7.17101, -3.20179)
C (-3.28094, -2.24095, 0.64845)
C (3.14094, -3.26744, 2.53427)
C (-4.47612, 2.74810, -1.52076)
H (-2.13145, 5.91729, -0.23199)
C (0.36919, -0.66622, 5.22171)
C (3.71521, -5.94234, -1.62587)
F (0.24911, -5.59516, -2.62226)
N (-2.97343, -2.11293, -0.62544)
C (6.17995, -1.06817, -1.69310)
F (6.64553, -1.05714, -2.94475)
F (4.83998, -0.65893, 2.09969)
F (5.68662, -4.46186, 4.86361)
F (4.71318, -2.79880, -2.13593)
C (3.78302, -4.95028, -0.70365)
H (-1.68788, -2.31683, -2.63815)
C (-1.51893, 6.32073, -4.51982)
F (7.41202, 0.86185, -1.34314)
H (-4.97625, -3.65157, -1.26583)
C (5.29173, -0.86641, 0.89663)
C (1.30664, 1.31013, 4.05576)
H (1.31754, -0.81016, 5.76596)
C (-0.14908, -0.71952, -2.35889)
F (4.84026, -6.60675, -1.94002)
C (5.23747, -1.94632, -1.23071)
C (0.80319, -1.28584, -3.22313)
F (4.92549, -4.76461, -0.05523)
C (6.65274, -0.06247, -0.81082)
Ge (2.98149, -2.56448, 0.73311)
H (-4.16459, 4.58589, -3.35072)
S (-4.78208, -2.99805, 1.11520)
C (-6.84727, 3.19843, -1.20648)
S (1.67628, -0.95671, 0.52466)
H (1.13231, -0.66573, 3.22565)
C (-6.10142, 1.19359, -2.33336)
H (-3.65419, 6.13114, -5.10460)
S (-2.28117, -1.87378, 2.09389)
C (-2.20595, 3.57336, 2.87286)
H (3.00562, 1.27802, -3.31373)
H (-0.24303, -0.01608, 5.93484)
S (-3.16095, 1.45718, 1.44452)
C (2.10938, -4.05777, 4.60884)
C (2.08925, 0.73640, -3.10626)
C (6.30060, -0.03383, 0.53759)
H (2.69154, -0.99414, -4.26298)
H (-6.48857, -3.68334, -0.28995)
C (-2.19934, 4.48095, -2.51084)
H (-5.18734, 4.44761, -0.56113)
F (0.43643, -3.70100, -0.77690)
C (3.35785, -4.31272, 5.09142)
C (1.96010, -0.56814, -3.53629)
C (-2.84042, 5.85386, -4.40615)
H (-0.07166, -1.63834, 5.05596)
H (2.18704, 1.20353, 4.65770)
C (2.03485, -3.57408, 3.30782)
O (-0.67175, 0.28431, 3.24795)
C (-5.59082, -3.09813, -0.50728)
H (-0.07289, 4.63642, -2.01131)
C (-7.13570, 2.01856, -1.85919)
C (-2.53368, 3.92628, 0.51835)
H (-5.86113, -2.15097, -0.89251)
H (-7.62654, 3.85043, -0.90952)
C (1.41911, -5.39661, -2.05308)
C (-2.05093, 4.94483, 2.97530)
H (-2.22642, 2.95919, 3.80012)
C (2.51016, -6.17489, -2.30666)
C (-0.51300, 5.81545, -3.68298)
C (1.08982, 1.18549, -2.24512)
H (-1.80433, 5.37294, 3.93168)
H (-6.34552, 0.22194, -2.81782)
C (-2.21538, 5.28772, 0.62014)

Values from the calculation:
Highest occupied orbital energy (eV): -5.25
Gap between HOMO and LUMO (hartree): 0.264
LUMO (eV): 1.941
Net charge: -1
Energy above the lowest of the compared OMol25 structures with the same formula, charge and spin (eV): 0.000

=====

[4]
C25H42Cl3N4O3PdSi | the ωB97M-V functional and the def2-TZVPD basis

Cartesian coordinates (Å):
H (0.58051, -3.02751, 5.71126)
C (-0.19242, -1.75462, 4.29389)
H (1.32318, 3.42106, -4.39814)
H (-1.82527, 5.74326, 1.04159)
H (2.42540, -3.09836, -3.03857)
H (-0.37519, -6.28466, -4.33502)
C (-1.14470, -2.95736, -3.86386)
C (-0.75926, -4.28458, -3.71294)
H (1.63892, 6.29054, 1.90230)
H (-1.82144, -3.01539, -5.91704)
C (-1.19608, -2.05643, -2.61435)
H (-1.04743, -2.47486, 6.00751)
H (-1.49398, 3.57972, 1.80683)
C (-1.15701, -0.06492, 2.89623)
N (-0.24997, -2.54776, 5.38657)
H (-2.02838, 3.35662, -3.02622)
H (2.49307, -1.97096, -0.20046)
H (-1.51079, 6.50279, 2.62531)
H (-2.38763, -2.81909, 1.71593)
N (-0.03216, 0.01440, 2.16353)
C (3.27004, -2.60826, -2.53234)
H (-2.25206, -0.98236, 4.48393)
H (1.07042, 5.90413, 3.54061)
H (1.80563, -2.38942, 3.62902)
Cl (1.19916, 2.85196, -0.96236)
C (0.96323, -1.71230, 3.47933)
H (-1.26442, 2.51831, -5.15147)
C (3.08188, -0.18863, -3.00848)
C (-1.04253, 6.14168, 1.69678)
H (-2.01314, -1.42319, -5.11075)
O (-0.23443, -1.55706, -3.43261)
C (0.46466, -4.00966, 0.26005)
H (-1.57207, 2.91521, -1.40207)
H (1.91534, -0.62200, 1.86499)
H (-1.95769, 0.59653, 2.57911)
H (2.38981, 2.54077, -3.32123)
C (-0.41332, 3.80372, 1.94217)
H (-1.89676, -5.70804, -4.91138)
H (-0.66217, 0.86930, -5.42216)
H (-0.57390, -4.55433, 2.07269)
Pd (0.15035, 1.40800, 0.62512)
C (1.01581, -0.77522, 2.45895)
C (1.51123, 2.42208, -3.96768)
C (-0.78362, -2.61696, -1.27721)
H (-2.38380, -1.49263, -0.39423)
Si (-0.07446, 1.80751, -3.13149)
Cl (-2.51983, 1.59778, 0.52094)
H (1.77759, 1.75446, -4.80592)
H (1.13383, -3.52103, -1.74321)
H (-0.55152, 6.99251, 1.21446)
O (0.44507, 2.86869, 2.05616)
H (3.57682, -3.19726, -1.65736)
C (-1.60973, -2.99122, 0.97189)
H (1.89189, 4.62929, 2.55651)
H (3.89190, -0.44781, -3.69948)
C (-2.07920, -2.51200, -4.97455)
C (-1.15855, 3.18396, -2.38324)
H (4.09262, -2.54420, -3.25348)
H (-2.13386, 1.14223, -4.44301)
H (1.35788, -4.59661, 0.49000)
H (2.17085, -0.05662, -3.60876)
O (3.02921, 0.01062, -0.12806)
H (3.30428, 0.72738, -2.45573)
C (-0.86115, -5.37997, -4.73099)
H (-2.12087, -1.45501, -2.58024)
N (-0.06070, 5.08731, 1.96457)
Cl (-0.09307, -0.03241, -0.95219)
C (-1.66243, -2.29715, -0.21928)
C (-1.14095, 1.52424, -4.69029)
C (2.81308, -1.04826, -0.72964)
H (-0.67576, 4.16513, -2.28227)
C (1.22245, 5.49449, 2.52952)
C (0.34287, -3.39252, -0.99415)
C (-1.30194, -0.94980, 3.94310)
H (-0.37186, -5.22994, -5.70649)
N (2.93432, -1.27759, -2.07147)
C (-0.57477, -3.91469, 1.18650)
H (-3.12124, -2.77990, -4.70884)
H (-0.73990, -4.69482, -2.70157)

Values from the calculation:
Highest occupied orbital energy (alpha / beta) (eV): -1.70 / -2.70
Gap between HOMO and LUMO (alpha / beta) (hartree): 0.158 / 0.162
LUMO (alpha / beta) (eV): 2.607 / 1.703
Expectation value of S²: 2.046
Net charge: -1
Energy above the lowest of the compared OMol25 structures with the same formula, charge and spin (eV): 2.794
Multiplicity: 3